Entry 1:
# C50H51Cl8F7O3

A 12-piece molecular cluster, C50H51Cl8F7O3 overall in a non-equilibrium geometry (the ωB97M-V functional and the def2-TZVPD basis, the Open Molecules 2025 dataset).

Output
- Expectation value of S²: 0.75
- Kohn-Sham gap (alpha / beta): 1.61 / 8.75 eV
- HOMO (alpha / beta): 0.4 / -6.8 eV
- Charge: -1
- Spin multiplicity: 2
- Max |F|: 3.5 eV/Å
- E_LUMO (alpha / beta): 2.015 / 1.989 eV

Each line ends with the Löwdin spin population.
Cartesian coordinates (Å):
C 0.76119 -1.35709 -2.99920  0.02
Cl 2.30822 -1.74635 -3.83069  0.03
Cl -0.24331 -0.15431 -3.90783  0.05
H 0.24682 -2.28663 -2.75532  0.00
H 0.86582 -0.92585 -2.00362  0.00
C 6.82666 2.28466 -0.76553  0.10
Cl 5.32063 2.39685 0.09797  0.18
Cl 7.85451 1.19581 0.13263  0.06
H 6.69934 2.00817 -1.81216  0.05
H 7.29590 3.26037 -0.63950  0.03
C 0.35676 -0.87714 4.84866  0.00
Cl 1.42250 0.50934 5.11454  0.01
Cl -1.38373 -0.55122 4.73741  0.00
H 0.61146 -1.35885 3.90464  0.00
H 0.54599 -1.49694 5.72509  0.00
C -3.97732 0.34566 -5.91803  0.00
Cl -5.65165 -0.31083 -6.25361  0.00
Cl -3.92149 0.80521 -4.20352  0.00
H -3.24658 -0.44827 -6.07226  0.00
H -3.81020 1.19885 -6.57548  0.00
C -2.10900 1.53138 -0.82174  0.00
C -1.36303 0.49374 0.05234  0.00
O -0.35000 1.17330 0.76201  0.00
C 0.72852 0.54653 1.11695  0.00
O 0.99547 -0.68949 1.07914  0.00
O 1.55822 1.51293 1.51776  0.00
C 2.90914 1.20768 1.81372  0.02
H -1.50188 2.18134 -1.45187  0.00
H -2.93991 2.10018 -0.40443  0.00
H -2.73838 1.02705 -1.55497  0.00
H -0.96121 -0.13194 -0.74463  0.00
H -1.96430 -0.01904 0.80310  0.00
H 3.29356 0.48909 1.08987  0.00
H 2.95567 0.82459 2.83313  0.00
H 3.58472 2.04589 1.64316  0.00
F 7.55823 -2.25463 -2.78805  0.01
C 6.45143 -2.20242 -1.92896  0.00
C 5.52345 -1.15755 -2.02001  0.02
C 4.40461 -1.17254 -1.07488  0.01
C 4.36221 -2.14921 -0.06353  0.01
C 5.29555 -3.22383 -0.04054  0.00
C 6.32919 -3.22061 -0.97232  0.00
H 5.63827 -0.33378 -2.70894  0.03
H 3.63910 -0.41257 -1.12811  0.01
H 3.50837 -2.23331 0.59242  0.00
H 5.47124 -3.96991 0.72031  0.00
H 7.15783 -3.91109 -0.91747  0.00
F 2.13425 -3.82021 1.52391  0.00
C 2.34154 -3.78575 2.86234  0.00
C 2.32848 -4.93685 3.58270  0.00
C 2.72481 -4.81659 4.94360  0.00
C 3.04513 -3.57982 5.50308  0.00
C 3.07250 -2.39231 4.69214  0.00
C 2.76891 -2.53105 3.36883  0.00
H 2.16163 -5.85117 3.03264  0.00
H 2.80770 -5.72317 5.52469  0.00
H 3.47809 -3.57049 6.49245  0.00
H 3.30092 -1.38034 4.99236  0.00
H 2.87102 -1.68129 2.71014  0.00
F -2.49391 3.48015 -4.93454  0.00
C -1.63716 4.51769 -4.72491  0.00
C -1.57355 5.01617 -3.40392  0.00
C -0.61307 6.00665 -3.11682  0.01
C 0.07069 6.54275 -4.18386  0.02
C -0.02567 6.05461 -5.49587  0.02
C -0.90627 5.00707 -5.78211  0.01
H -2.08213 4.58476 -2.55442  0.00
H -0.56983 6.35624 -2.09588  0.00
H 0.79564 7.30210 -3.93045  0.01
H 0.52861 6.51845 -6.29838  0.00
H -0.89616 4.42478 -6.69163  0.00
F -3.61325 -6.58224 3.40932  0.00
C -3.06392 -5.43846 2.95012  0.00
C -1.76528 -5.53564 2.49136  0.00
C -1.17573 -4.35823 1.91323  0.00
C -1.84574 -3.14429 1.92540  0.00
C -3.03834 -3.04185 2.55640  0.00
C -3.67458 -4.21645 3.04212  0.00
H -1.31567 -6.51696 2.45591  0.00
H -0.20792 -4.43702 1.44043  0.00
H -1.30945 -2.31483 1.48862  0.00
H -3.56529 -2.09920 2.54476  0.00
H -4.62851 -4.07305 3.52777  0.00
F -1.09770 4.36542 0.47507  0.00
C 0.22066 4.82823 0.36605  0.01
C 1.17391 4.06505 -0.33884  0.02
C 2.52058 4.34017 -0.14349  0.05
C 2.83623 5.41822 0.73044  0.04
C 1.92285 6.28480 1.27571  0.02
C 0.54684 6.00815 1.01714  0.02
H 0.90284 3.18761 -0.90718  0.01
H 3.25622 3.66511 -0.55522  0.03
H 3.89545 5.62144 0.78677  0.02
H 2.24752 7.18100 1.78348  0.00
H -0.26096 6.63550 1.36396  0.00
F -4.93054 -2.37503 -0.46828  0.00
C -4.00568 -2.97074 -1.19235  0.00
C -3.36505 -2.44046 -2.32841  0.00
C -2.43766 -3.25508 -2.95916  0.00
C -2.18490 -4.56699 -2.47211  0.00
C -2.86915 -5.07158 -1.37496  0.00
C -3.75728 -4.23485 -0.78897  0.00
H -3.69530 -1.44485 -2.58551  0.00
H -1.88494 -2.81420 -3.77557  0.00
H -1.44157 -5.13333 -3.01353  0.00
H -2.69244 -6.04784 -0.94825  0.00
H -4.14193 -4.57695 0.16046  0.00
F -3.62825 0.21316 3.02815  0.00
C -4.45223 1.02004 2.28772  0.00
C -4.65959 2.32262 2.70693  0.00
C -5.37474 3.21595 1.89795  0.00
C -5.83629 2.79494 0.64848  0.00
C -5.58727 1.52539 0.25098  0.00
C -4.94859 0.60999 1.06730  0.00
H -4.36768 2.60222 3.70844  0.00
H -5.44830 4.24437 2.21941  0.00
H -6.38896 3.49090 0.03481  0.00
H -5.97006 1.18183 -0.69867  0.00
H -4.84313 -0.41761 0.75212  0.00

Entry 2:
# C50H51InNO2P4Te

C50H51InNO2P4Te as an isolated structure in a non-equilibrium geometry (the ωB97M-V functional and the def2-TZVPD basis, the Open Molecules 2025 dataset).

Output
- Kohn-Sham gap: 7.62 eV
- HOMO: -9.9 eV
- Charge: +1
- ΔE to the lowest compared entry with this formula, charge and spin: 1.826 eV
- Spin multiplicity: 1
- Max |F|: 1.5 eV/Å
- E_LUMO: -2.278 eV

Each line ends with the Löwdin charge.
Cartesian coordinates (Å):
In -0.50240 1.17636 1.64691  0.65
C 0.07289 5.63221 -0.05431  -0.25
P 0.12796 4.11004 0.98722  0.77
C 1.82132 4.28910 1.68345  -0.28
C -0.94599 4.65294 2.37721  -0.42
C -0.50590 5.52199 3.37421  -0.08
C -1.36109 5.92255 4.38649  -0.06
C -2.66730 5.45551 4.42059  -0.06
C -3.12192 4.59633 3.43514  -0.08
C -2.27585 4.18749 2.40628  -0.42
P -2.82367 3.07685 1.05162  0.80
C -3.81892 4.26882 0.05601  -0.25
C -4.17801 2.10988 1.83690  -0.28
H 0.17826 6.51491 0.57587  0.05
H -0.87419 5.68751 -0.58979  0.03
H 0.88100 5.60252 -0.78613  0.04
H 2.07410 5.31870 1.93614  0.04
H 2.52235 3.92919 0.92870  0.03
H 1.91639 3.65737 2.56773  0.04
H 0.51156 5.89218 3.36600  0.10
H -1.01082 6.60466 5.15016  0.11
H -3.33119 5.76373 5.21770  0.11
H -4.14451 4.24175 3.46953  0.10
H -4.44535 4.87719 0.70765  0.05
H -4.44293 3.71657 -0.64727  0.04
H -3.15530 4.91892 -0.51273  0.02
H -5.05312 2.71267 2.07880  0.04
H -3.79886 1.62725 2.73903  0.04
H -4.46277 1.32777 1.13206  0.03
Te 3.27085 -1.77987 1.61820  1.35
C 4.58387 -2.43645 0.06368  -0.50
C 5.59813 -1.60855 -0.39472  -0.12
C 6.37037 -2.04044 -1.46668  -0.14
N 6.18855 -3.20736 -2.07552  0.07
C 5.21833 -3.99644 -1.62451  -0.14
C 4.38953 -3.65987 -0.56180  -0.12
C 1.99089 -1.02585 0.06658  -0.82
P 1.94731 0.81772 -0.12695  0.86
C 3.63509 1.37483 0.35300  -0.41
C 4.61347 1.81189 -0.53776  -0.09
C 5.81508 2.32575 -0.06677  -0.07
C 6.05823 2.41059 1.29453  -0.07
C 5.08148 2.00407 2.19188  -0.07
C 3.87623 1.51051 1.72385  -0.21
C 1.99002 1.14580 -1.92609  -0.39
C 2.85829 0.48147 -2.78922  -0.11
C 2.98138 0.89968 -4.10395  -0.07
C 2.22272 1.96600 -4.57083  -0.07
C 1.32664 2.60357 -3.72874  -0.07
C 1.21577 2.19927 -2.40611  -0.10
P 0.59232 -1.96886 -0.27086  0.91
C 0.73056 -3.66693 0.34085  -0.33
C 0.72725 -4.77484 -0.49735  -0.07
C 0.74623 -6.05346 0.04241  -0.06
C 0.76288 -6.23309 1.41573  -0.06
C 0.73943 -5.12897 2.25760  -0.07
C 0.71489 -3.85305 1.72408  -0.19
C 0.25177 -1.99895 -2.03982  -0.28
C 1.13242 -2.75771 -2.81130  -0.10
C 0.93704 -2.86997 -4.17545  -0.06
C -0.09498 -2.17165 -4.78476  -0.06
C -0.91946 -1.35195 -4.02962  -0.06
C -0.76271 -1.27571 -2.65409  -0.07
H 5.78154 -0.64339 0.06026  0.08
H 7.16935 -1.41986 -1.85860  0.11
H 5.09939 -4.94389 -2.14013  0.11
H 3.61314 -4.34044 -0.23677  0.09
H 4.45949 1.75936 -1.60325  0.09
H 6.55891 2.66725 -0.77514  0.11
H 6.99486 2.81515 1.65510  0.11
H 5.25646 2.08484 3.25694  0.11
H 3.10072 1.24211 2.43200  0.07
H 3.45004 -0.34943 -2.41873  0.11
H 3.68184 0.40109 -4.76238  0.11
H 2.33672 2.29972 -5.59436  0.11
H 0.72311 3.42292 -4.09883  0.11
H 0.53844 2.70899 -1.72761  0.07
H 0.71076 -4.65102 -1.57122  0.09
H 0.74583 -6.91365 -0.61379  0.11
H 0.78218 -7.23095 1.83329  0.11
H 0.73109 -5.26325 3.33134  0.11
H 0.66329 -2.99650 2.38233  0.08
H 1.97705 -3.24492 -2.33647  0.10
H 1.60399 -3.48651 -4.76416  0.11
H -0.24498 -2.25424 -5.85334  0.11
H -1.68753 -0.75964 -4.51021  0.11
H -1.42399 -0.64937 -2.07096  0.09
C -7.30254 -3.85874 0.84101  -0.04
C -5.96314 -3.19908 0.67597  -0.25
C -4.96943 -3.34338 1.63370  0.00
C -3.73228 -2.72515 1.50571  -0.19
C -2.71023 -2.89466 2.59609  -0.02
C -3.49339 -1.93213 0.37846  -0.06
C -4.48461 -1.75583 -0.59721  -0.19
C -4.24633 -0.90880 -1.82024  -0.02
C -5.69816 -2.40368 -0.43402  0.00
C -2.20547 -1.19782 0.23717  -0.52
O -1.12970 -1.95865 0.23893  -0.13
O -2.17768 0.02782 0.14058  -0.13
H -7.26815 -4.63037 1.60792  0.08
H -7.63336 -4.31031 -0.09398  0.08
H -8.05174 -3.12014 1.13262  0.09
H -5.16719 -3.94333 2.51475  0.12
H -3.18741 -3.23471 3.51369  0.09
H -2.18571 -1.96082 2.81011  0.08
H -1.96822 -3.63725 2.30632  0.08
H -3.39964 -1.28518 -2.39846  0.07
H -4.03127 0.12454 -1.54614  0.08
H -5.12733 -0.91749 -2.45886  0.08
H -6.46434 -2.27334 -1.19012  0.12

Question: What is the max |F| in the second record?
Answer: 1.5 eV/Å

Question: Which of these has the highest spin multiplicity?
Answer: C50H51Cl8F7O3